Entry 1:
Computed, not measured: C7H17NOS as an isolated structure in a non-equilibrium geometry, with ωB97M-V with the def2-TZVPD basis set.

The electronic energy comes out at -21904.03154 eV. The energy above the lowest of the compared OMol25 structures with the same formula, charge and spin is 96.3 kcal/mol. The value obtained for the HOMO energy is -9.314 eV.

ORCA input file:
```
! RIJCOSX wB97M-V def2-TZVPD def2/J DEFGRID3
* xyz 0 1
C -2.357 0.997 0.826
C -3.533 0.397 0.969
C 1.720 1.681 -0.928
C 2.355 -0.346 1.397
C 1.142 -2.025 0.025
C 1.718 0.179 -0.986
C 1.334 -0.511 0.318
N -0.022 -0.016 0.700
O -2.032 -0.963 -0.650
S -1.233 0.229 -0.444
H -2.069 1.926 1.189
H -4.366 0.817 -2.742
H -4.338 0.749 1.589
H -3.500 -0.667 0.548
H 2.314 2.158 -1.726
H 0.749 2.116 -1.014
H 2.231 2.092 -0.137
H 3.188 -1.120 1.284
H 2.807 0.590 1.381
H 1.820 -0.530 2.403
H 0.655 -2.170 -0.971
H 2.059 -2.632 0.096
H 0.251 -2.506 0.499
H 1.058 -0.181 -1.846
H 2.759 -0.300 -1.283
H -0.423 -0.359 1.585
H -4.287 0.393 -2.080
*
```

natural (NBO) atomic charge list, values in e, 8 entries: -0.428 -0.383 -0.626 -0.603 -0.649 -0.415 0.096 -0.868

=====

Entry 2:
Computed, not measured: one molecule with the formula C4H5ClOS in a non-equilibrium geometry, with ωB97M-V with the def2-TZVPD basis set.

The electronic energy comes out at -29631.44605 eV. As for the SMILES: S=C1OCC[C@H]1Cl. The energy above the lowest of the compared OMol25 structures with the same formula, charge and spin is 52.2 kcal/mol. The value obtained for the HOMO energy is -8.424 eV.

ORCA input file:
```
! RIJCOSX wB97M-V def2-TZVPD def2/J DEFGRID3
* xyz 0 1
S 2.795 -0.907 0.905
C 1.335 -0.158 0.422
O 1.049 1.012 0.336
C -0.331 1.412 0.005
C -0.955 -0.003 -0.487
C 0.017 -0.999 0.264
Cl 0.415 -2.344 -1.002
H 0.028 2.266 -0.583
H -0.996 1.767 0.679
H -1.144 -0.233 -1.628
H -1.866 -0.436 -0.054
H -0.346 -1.378 1.142
*
```

natural (NBO) atomic charge list, values in e, 8 entries: -0.157 0.307 -0.446 -0.082 -0.489 -0.207 -0.077 0.227